Formula: C66H62F9N2O2
Source: the OMol25 dataset
Level of theory: wB97M-V/def2-TZVPD

Structure (XYZ):
```
141
Properties=species:S:1:pos:R:3:lowdin_charge:R:1
C 4.0667 -2.5370 -0.3496 -0.072
O 3.5508 -1.2225 -0.1851 -0.165
C 2.7458 -0.7267 -1.2256 -0.174
C 1.4632 -0.2094 -0.6250 -0.109
C 1.4785 0.5453 0.5566 0.077
C 0.2928 0.9972 1.0893 0.046
C -0.9203 0.7028 0.4844 -0.161
C -2.1920 1.1561 1.1419 -0.070
C -2.4439 0.3410 2.4214 -0.081
C -2.3013 -1.1459 2.1862 -0.436
O -1.2179 -1.6752 2.2794 0.112
N -3.5072 -1.8162 1.8386 0.103
C -3.4072 -2.8874 0.8730 -0.263
C -2.5032 -3.9398 0.9903 -0.019
C -2.4584 -4.9149 0.0049 -0.067
C -3.3333 -4.8771 -1.0704 -0.069
C -4.2477 -3.8379 -1.1735 -0.076
C -4.2798 -2.8462 -0.2037 -0.054
N -0.9124 -0.0172 -0.6518 0.022
C -2.1533 -0.3595 -1.3570 -0.070
C -2.6762 0.8176 -2.1989 -0.143
F -1.6612 1.7295 -2.4314 -0.022
C 0.2531 -0.4651 -1.1971 0.059
H 4.0622 -3.0031 0.6334 0.071
H 5.0997 -2.5104 -0.6980 0.086
H 3.4433 -3.1361 -1.0135 0.097
H 2.5108 -1.4881 -1.9677 0.105
H 3.2437 0.1060 -1.7335 0.141
H 2.4201 0.7622 1.0378 0.127
H 0.2738 1.5729 2.0028 0.127
H -3.0581 1.1263 0.4883 0.111
H -2.0294 2.1949 1.4287 0.137
H -3.4360 0.5370 2.8276 0.121
H -1.6978 0.6050 3.1691 0.105
H -4.0177 -2.0943 2.6699 0.153
H -1.8330 -3.9850 1.8349 0.104
H -1.7534 -5.7318 0.0722 0.091
H -3.3181 -5.6516 -1.8237 0.108
H -4.9470 -3.8193 -1.9974 0.093
H -4.9981 -2.0392 -0.2799 0.114
H -2.9003 -0.6365 -0.6190 0.099
H -1.9751 -1.2465 -1.9556 0.134
H -3.0487 0.4431 -3.1521 0.128
H -3.5020 1.3248 -1.7003 0.119
H 0.1566 -1.0349 -2.1091 0.154
F -2.3012 -0.3323 9.8007 0.066
C -1.9753 -0.4562 8.5024 -0.283
C -1.5792 -1.6946 8.0318 -0.009
C -1.2519 -1.8220 6.6897 -0.074
C -1.3130 -0.7156 5.8543 -0.097
C -1.7060 0.5167 6.3526 -0.091
C -2.0515 0.6580 7.6885 -0.010
H -1.5353 -2.5361 8.7094 0.121
H -0.9506 -2.7850 6.2995 0.108
H -1.0610 -0.8042 4.8054 0.076
H -1.7498 1.3733 5.6930 0.085
H -2.3705 1.6064 8.0992 0.121
F 3.0920 -1.6938 -4.2076 0.028
C 4.2941 -1.4963 -4.8112 -0.292
C 4.3408 -1.4536 -6.1885 -0.015
C 5.5683 -1.2358 -6.7980 -0.069
C 6.7145 -1.0693 -6.0319 -0.086
C 6.6346 -1.1149 -4.6473 -0.081
C 5.4129 -1.3282 -4.0228 -0.025
H 3.4360 -1.5880 -6.7656 0.122
H 5.6270 -1.1946 -7.8769 0.111
H 7.6671 -0.8992 -6.5138 0.109
H 7.5243 -0.9810 -4.0473 0.112
H 5.3308 -1.3603 -2.9445 0.105
F -3.1287 3.0010 4.5258 0.035
C -4.4532 2.8959 4.2606 -0.300
C -5.1958 1.9814 4.9793 -0.019
C -6.5506 1.8703 4.6993 -0.072
C -7.1318 2.6607 3.7169 -0.087
C -6.3571 3.5700 3.0099 -0.079
C -5.0010 3.6961 3.2796 -0.022
H -4.7189 1.3765 5.7398 0.113
H -7.1537 1.1660 5.2560 0.109
H -8.1886 2.5715 3.5064 0.105
H -6.8088 4.1895 2.2470 0.107
H -4.3794 4.4061 2.7504 0.117
F 2.3625 2.2790 2.7498 0.019
C 3.3135 3.2500 2.6382 -0.275
C 2.9215 4.5126 2.2510 -0.009
C 3.8982 5.4893 2.1185 -0.087
C 5.2291 5.1881 2.3746 -0.080
C 5.5895 3.9057 2.7655 -0.070
C 4.6246 2.9172 2.9010 -0.014
H 1.8792 4.7227 2.0507 0.119
H 3.6142 6.4885 1.8223 0.089
H 5.9853 5.9539 2.2668 0.111
H 6.6259 3.6695 2.9643 0.110
H 4.8789 1.9113 3.2069 0.120
F 6.7809 3.3602 -5.0461 0.065
C 5.4376 3.3489 -4.9502 -0.273
C 4.7660 4.5518 -4.8567 -0.027
C 3.3822 4.5327 -4.7563 -0.079
C 2.6957 3.3255 -4.7509 -0.093
C 3.3980 2.1311 -4.8490 -0.080
C 4.7822 2.1344 -4.9508 -0.002
H 5.3234 5.4790 -4.8649 0.106
H 2.8391 5.4658 -4.6846 0.107
H 1.6164 3.3179 -4.6765 0.099
H 2.8679 1.1865 -4.8493 0.095
H 5.3477 1.2172 -5.0345 0.090
F -6.0251 -5.6957 -3.1222 0.034
C -7.3716 -5.6887 -3.2810 -0.285
C -8.1392 -6.4731 -2.4460 -0.016
C -9.5165 -6.4584 -2.6120 -0.078
C -10.0967 -5.6735 -3.5992 -0.091
C -9.2971 -4.8964 -4.4253 -0.081
C -7.9181 -4.8970 -4.2693 -0.021
H -7.6637 -7.0807 -1.6881 0.119
H -10.1375 -7.0648 -1.9669 0.107
H -11.1705 -5.6698 -3.7256 0.104
H -9.7461 -4.2884 -5.1989 0.106
H -7.2746 -4.3005 -4.9018 0.115
F -0.3399 -7.6642 1.5729 0.058
C 0.8368 -7.0454 1.7983 -0.279
C 0.9490 -5.7059 1.4883 -0.012
C 2.1598 -5.0664 1.7187 -0.083
C 3.2368 -5.7694 2.2400 -0.092
C 3.0946 -7.1172 2.5424 -0.075
C 1.8879 -7.7670 2.3260 -0.009
H 0.1124 -5.1690 1.0667 0.084
H 2.2437 -4.0145 1.4818 0.088
H 4.1816 -5.2722 2.4143 0.101
H 3.9294 -7.6710 2.9498 0.109
H 1.7589 -8.8150 2.5588 0.121
F 3.4919 8.6614 0.6493 0.047
C 3.8769 8.4485 -0.6302 -0.277
C 4.3598 7.2036 -0.9775 -0.008
C 4.7499 6.9909 -2.2920 -0.080
C 4.6573 8.0131 -3.2262 -0.095
C 4.1691 9.2562 -2.8458 -0.075
C 3.7708 9.4834 -1.5364 -0.012
H 4.4299 6.4195 -0.2377 0.090
H 5.1276 6.0198 -2.5826 0.091
H 4.9677 7.8447 -4.2491 0.097
H 4.0999 10.0566 -3.5699 0.108
H 3.3852 10.4420 -1.2174 0.120
```

Calculated values
multiplicity = 1
HOMO-LUMO gap = 7.677 eV
lowest unoccupied orbital energy = -3.151 eV
total charge = +1